# 1
A structure of composition C4H6LiLuO7 at a distorted geometry, computed with ωB97M-V with the def2-TZVPD basis set.

The LUMO energy comes out at -0.5 eV. The calculation puts the energy above the lowest of the compared OMol25 structures with the same formula, charge and spin at 5.2 kcal/mol. The net charge is 0.

Atoms and positions in Å:
O1 2.36082 1.55968 3.42667
C1 1.25916 1.46550 2.82981
O2 0.23299 2.10174 3.17449
O3 1.23009 0.64948 1.76294
O4 -0.86786 -0.29106 -0.98007
C2 0.31287 -0.27239 -0.22697
C3 0.05408 0.63335 0.96206
Li1 1.39613 2.79187 4.60702
H1 1.16317 0.10790 -0.81646
H2 0.55534 -1.29097 0.11986
H3 -0.79424 0.25702 1.55043
H4 -0.18529 1.64892 0.61769
C4 -1.14951 -1.26268 -2.07895
O5 -0.73659 -0.81085 -3.22765
O6 -2.52934 -1.50022 -2.02424
H5 -2.95606 -0.77321 -2.48860
Lu1 1.05437 -0.46691 -4.60353
O7 -0.48981 -2.42601 -1.68844
H6 0.08969 -2.12117 -0.91606



# 2
The molecule C9H13NO3S2, computed with ωB97M-V with the def2-TZVPD basis set.

The LUMO energy comes out at 0.2 eV. The calculation puts the energy above the lowest of the compared OMol25 structures with the same formula, charge and spin at 62.6 kcal/mol. The net charge is 0.

Atoms and positions in Å:
C1 1.51499 -0.64188 0.27000
C2 1.18891 1.86639 4.26198
C3 -0.05462 -0.89225 -1.41335
C4 -0.24938 0.10523 2.00897
C5 -0.63942 1.55486 2.29290
C6 0.31320 -0.10505 0.64780
C7 2.50657 2.32193 4.79421
C8 -0.38267 -1.37104 -4.83669
C9 -0.17605 -2.03638 -3.48760
N1 -0.62262 -0.27975 -0.39645
O1 2.63708 -0.77879 0.64807
O2 1.19084 -1.13268 -1.22956
O3 -0.77839 -1.22703 -2.46390
S1 0.20189 0.89702 5.12943
S2 0.84301 2.50936 2.69001
H1 0.48057 -0.23150 2.74452
H2 -1.14524 -0.51418 2.13131
H3 -1.10102 2.03562 1.43248
H4 -1.29746 1.61951 3.16124
H5 3.18232 1.46853 4.85746
H6 2.39093 2.72390 5.79933
H7 2.95204 3.07250 4.14422
H8 -0.06116 -2.04510 -5.62480
H9 -1.43557 -1.13967 -4.97575
H10 0.19010 -0.45003 -4.89982
H11 0.88412 -2.17683 -3.26421
H12 -0.68718 -3.00421 -3.45176
H13 -1.59571 -0.02921 -0.34253



# 3
The molecule C5H4F4N2 at a distorted geometry, computed with ωB97M-V with the def2-TZVPD basis set.

The LUMO energy (spin up / spin down) comes out at 0.4 / -3.7 eV. The net charge is 0. Its spin multiplicity is 3. As for the expectation value of S²: 2.02.

Atoms and positions in Å:
C1 -0.26603 -1.26618 0.30181
C2 -1.49676 -0.79874 0.13170
C3 -1.90396 0.64394 0.12626
C4 0.96420 -0.49252 0.48884
C5 1.51373 0.21171 -0.72593
N1 -1.36968 1.68959 0.46920
N2 1.97768 1.38724 -0.61305
F1 -2.54860 -1.60562 -0.07660
F2 -3.29619 0.71812 -0.06888
F3 2.00968 -1.36964 0.96378
F4 1.62924 -0.50170 -1.85499
H1 -0.00247 -2.36168 0.38822
H2 0.70904 0.29960 1.20914
H3 2.42586 1.84683 -1.36847
H4 -0.34575 1.59905 0.62898



# 4
A cluster of 12 separate species, C32H92N4O16 in total at a distorted geometry, computed with ωB97M-V with the def2-TZVPD basis set.

The LUMO energy comes out at 0.3 eV. The calculation puts the energy above the lowest of the compared OMol25 structures with the same formula, charge and spin at 55.7 kcal/mol. The net charge is 0. As for the SMILES: COCCNCCOC.COCCNCCOC.COCCNCCOC.COCCNCCOC.CCO.CCO.CCO.CCO.O.O.O.O.

Atoms and positions in Å:
C1 -4.35044 1.95245 1.07299
O1 -3.84717 3.00745 0.27231
C2 -2.63351 3.63132 0.72524
C3 -1.40644 2.66835 0.67135
N1 -1.31125 2.29693 -0.71767
C4 -0.16597 1.51424 -1.05821
C5 0.23109 0.41439 -0.05100
O2 -0.92743 -0.43848 0.34293
C6 -1.13747 -1.49162 -0.57100
H1 -4.50052 2.03944 2.14911
H2 -3.64734 1.13662 0.90513
H3 -5.37150 1.67113 0.81534
H4 -2.75321 4.03120 1.73215
H5 -2.51764 4.50871 0.08895
H6 -1.48091 1.83516 1.37017
H7 -0.49697 3.24201 0.84985
H8 -2.17022 1.95713 -1.12610
H9 0.53265 2.34013 -1.19216
H10 -0.27112 1.05482 -2.04105
H11 0.55120 0.91801 0.86113
H12 1.09136 -0.17179 -0.37416
H13 -0.17061 -1.92619 -0.82485
H14 -1.66419 -1.27858 -1.50119
H15 -1.61695 -2.22418 0.07826
C7 -5.10677 -8.82386 4.92905
O3 -5.22463 -7.92942 3.81483
C8 -5.86833 -6.66170 4.07157
C9 -6.04307 -5.74676 2.86367
N2 -7.13529 -6.33372 1.97224
C10 -7.32995 -5.56173 0.68167
C11 -6.08299 -5.62477 -0.33752
O4 -6.09038 -6.97069 -0.80699
C12 -5.28863 -7.89997 -0.12677
H16 -4.74869 -9.80503 4.61729
H17 -6.11912 -9.12436 5.19917
H18 -4.50477 -8.46613 5.76436
H19 -5.51440 -6.05556 4.90549
H20 -6.80529 -6.89465 4.57748
H21 -5.18141 -5.70699 2.19729
H22 -6.24416 -4.76321 3.28829
H23 -6.70641 -7.22690 1.77631
H24 -7.45679 -4.54502 1.05356
H25 -8.22483 -5.74022 0.08548
H26 -5.20845 -5.20673 0.16101
H27 -6.36433 -5.00074 -1.18577
H28 -5.12043 -8.80457 -0.71113
H29 -5.79380 -8.16279 0.80267
H30 -4.34796 -7.45194 0.19339
C13 7.28648 0.32098 -4.75246
O5 5.90048 0.41514 -4.88877
C14 5.22712 -0.39013 -5.88749
C15 5.53625 -0.00741 -7.29152
N3 6.78651 -0.63137 -7.65233
C16 7.07487 -0.40221 -9.08787
C17 8.47634 -0.95942 -9.36751
O6 8.46403 -2.31750 -9.70270
C18 9.68537 -2.97474 -9.86565
H31 7.57733 0.75440 -3.79557
H32 7.79530 0.90207 -5.52159
H33 7.72669 -0.66995 -4.86365
H34 4.15424 -0.29968 -5.71764
H35 5.38688 -1.45738 -5.73393
H36 5.48324 1.07978 -7.34911
H37 4.78622 -0.36892 -7.99499
H38 6.70717 -1.62797 -7.50880
H39 7.16298 0.68100 -9.17140
H40 6.38060 -0.71581 -9.86745
H41 9.14007 -0.73139 -8.53351
H42 8.98327 -0.45308 -10.18893
H43 9.74477 -3.96569 -10.31575
H44 10.04132 -3.28924 -8.88460
H45 10.45702 -2.34722 -10.31163
C19 -3.21946 9.89361 3.55118
O7 -2.03355 9.31569 4.11476
C20 -1.27480 8.48421 3.22219
C21 -0.10190 7.68906 3.76431
N4 -0.40044 6.48603 4.50512
C22 -1.44411 6.49022 5.51838
C23 -1.31348 5.01775 6.07020
O8 -0.03532 4.90797 6.76186
C24 0.16065 3.61622 7.31432
H46 -3.91472 10.54231 4.08401
H47 -3.79308 9.05351 3.15967
H48 -2.99097 10.63823 2.78865
H49 -0.95636 8.94834 2.28877
H50 -1.88712 7.75762 2.68814
H51 0.31336 8.29795 4.56737
H52 0.60905 7.49550 2.96109
H53 0.41245 6.26799 5.06347
H54 -2.38785 6.61272 4.98692
H55 -1.35818 7.24353 6.30147
H56 -1.34960 4.22945 5.31828
H57 -2.10682 4.85020 6.79864
H58 0.64936 2.93092 6.62177
H59 -0.72513 3.10356 7.68938
H60 0.86053 3.78611 8.13251
C25 5.26370 1.33093 4.17829
C26 5.46871 2.76507 3.61871
O9 4.12736 3.25771 3.36665
H61 6.21783 1.03245 4.61261
H62 5.07990 0.62477 3.36857
H63 4.45444 1.28006 4.90672
H64 6.03798 2.75788 2.68920
H65 5.99026 3.45970 4.27716
H66 3.91738 3.69045 2.53583
C27 0.05451 -7.51849 -5.90570
C28 0.32060 -7.02664 -4.45513
O10 -0.87526 -6.65410 -3.77057
H67 -0.63028 -8.35203 -5.74953
H68 0.95013 -7.85661 -6.42689
H69 -0.59744 -6.73811 -6.29820
H70 0.97900 -6.15810 -4.47088
H71 0.76203 -7.88805 -3.95394
H72 -1.64398 -7.06613 -4.17169
C29 2.79947 -5.02188 1.82219
C30 3.00981 -6.51556 1.40011
O11 2.74574 -7.36270 2.56857
H73 3.13404 -4.37902 1.00801
H74 3.46386 -4.67839 2.61509
H75 1.77861 -4.77854 2.11671
H76 4.00279 -6.58798 0.95644
H77 2.34018 -6.77362 0.57968
H78 3.29847 -8.13352 2.42043
C31 0.90155 8.60450 -3.73851
C32 1.08676 7.13719 -3.43656
O12 0.27602 6.95701 -2.35242
H79 1.08089 8.68799 -4.81041
H80 1.70155 9.07848 -3.16979
H81 -0.08375 9.04149 -3.57624
H82 2.13792 6.98393 -3.19226
H83 0.72134 6.53146 -4.26581
H84 -0.07430 6.06331 -2.36481
O13 -5.93905 -0.29019 5.57668
H85 -6.22295 -1.06758 6.05763
H86 -6.22941 0.44518 6.11626
O14 -3.26992 -2.20502 2.95330
H87 -2.48538 -1.81461 2.56819
H88 -3.54635 -1.57834 3.62195
O15 3.43636 5.97395 0.07954
H89 2.79432 6.50871 -0.38738
H90 4.16227 6.57179 0.25807
O16 -9.11600 2.00891 4.84378
H91 -9.75609 2.21102 4.16138
H92 -9.15721 1.05718 4.93717



# 5
A structure of composition C3H12BrCuN6O3 at a distorted geometry, computed with ωB97M-V with the def2-TZVPD basis set.

The LUMO energy (spin up / spin down) comes out at -7.3 / -11.3 eV. The net charge is +2. Its spin multiplicity is 3. As for the expectation value of S²: 2.01.

Atoms and positions in Å:
Cu1 0.94232 0.69683 3.05782
Br1 1.14038 0.13459 0.37051
C1 -0.91044 4.13867 -0.05461
O1 -0.37009 4.19011 1.03823
N1 -0.92687 3.11430 -0.80431
N2 -1.57876 5.16308 -0.53436
H1 -1.20598 3.17824 -1.77287
H2 -0.56891 2.22653 -0.48206
H3 -1.68076 5.20746 -1.53823
H4 -1.78374 6.00555 -0.01638
C2 3.69097 -2.78637 0.85567
O2 3.23438 -2.79193 1.98253
N3 3.98179 -1.78989 0.12374
N4 4.12111 -3.87962 0.22065
H5 3.54052 -0.90148 0.31376
H6 4.12069 -2.02743 -0.84806
H7 4.09481 -4.66769 0.85180
H8 4.27534 -3.96247 -0.77406
C3 -2.97174 -1.36945 0.34328
O3 -2.86184 -1.25042 1.52713
N5 -2.03323 -1.18702 -0.56372
N6 -4.03121 -1.69544 -0.33866
H9 -2.21020 -1.26193 -1.55527
H10 -1.10700 -0.95609 -0.23375
H11 -4.06190 -1.48554 -1.32613
H12 -4.83963 -2.04258 0.15736



# 6
A cluster of 2 separate species, C3H5NP2 in total at a distorted geometry, computed with ωB97M-V with the def2-TZVPD basis set.

The LUMO energy (spin up / spin down) comes out at 0.1 / 0.1 eV. The calculation puts the energy above the lowest of the compared OMol25 structures with the same formula, charge and spin at 71.1 kcal/mol. The net charge is 0.

Atoms and positions in Å:
C1 -1.32449 -0.16497 -1.58759
C2 1.40321 -0.80778 0.44349
C3 1.49123 0.58389 0.26400
N1 -1.69856 0.00140 -0.44770
P1 0.96704 -2.25745 0.68354
P2 -1.99815 0.62484 1.01933
H1 -1.65985 -0.38280 -2.55693
H2 2.38310 1.05478 0.54173
H3 0.79198 1.06811 0.91086
H4 1.14155 0.84179 -0.73181
H5 -1.49707 -0.56182 1.46108